1.
C9H17NO2 | ωB97M-V/def2-TZVPD

Last column: natural (NBO) charge in e.
Positions of all 29 atoms, in Å:
C 3.8963 0.2384 1.2174  -0.6408
C 2.5606 0.6603 0.6263  0.3861
O 1.7484 1.3164 1.6221  -0.5559
C 0.4845 0.6895 1.7069  -0.0899
C 0.3528 -0.0084 0.3560  0.2542
C -0.3534 -1.3655 0.3403  -0.4276
C -1.7806 -1.1938 -0.0309  -0.2208
N -1.9214 -0.7766 -1.3845  -0.4331
C -3.3463 -0.3358 -1.5318  -0.4145
C -0.8110 0.1895 -1.8082  -0.2296
C -0.2527 1.0305 -0.6977  -0.4614
O 1.7452 -0.3931 0.1230  -0.5516
H 4.3165 -0.4089 0.4286  0.2251
H 4.4354 1.1290 1.4620  0.2249
H 3.6347 -0.3078 2.1792  0.2203
H 2.6714 1.3315 -0.2184  0.1353
H 0.4373 -0.0907 2.5546  0.1736
H -0.2831 1.6025 1.8389  0.1934
H 0.1309 -1.9966 -0.4866  0.2282
H -0.2061 -1.8561 1.3193  0.2245
H -2.4252 -2.0487 0.2162  0.2040
H -2.2048 -0.4045 0.7025  0.1330
H -3.5661 -0.2116 -2.5894  0.2008
H -3.9441 -1.1873 -1.1780  0.2055
H -3.5862 0.6430 -0.9638  0.1689
H -1.2330 0.7614 -2.6097  0.2061
H 0.0364 -0.4045 -2.1594  0.2035
H -0.9829 1.6255 -0.0778  0.2077
H 0.4464 1.7725 -0.9570  0.2303

Force components x, y, z for each atom (eV/Å):
C -2.173 -1.480 0.200
C -1.294 0.190 0.192
O 0.648 -0.029 0.002
C -1.257 0.924 0.864
C 0.714 0.229 -0.346
C 1.041 -0.742 -0.880
C -1.142 0.955 2.222
N -0.413 0.956 -0.478
C 1.240 0.724 0.027
C -1.332 -0.843 0.242
C -1.136 -1.406 2.759
O 0.077 0.492 0.449
H 0.511 0.261 0.747
H 0.653 0.328 -0.082
H 0.666 0.361 -1.249
H 0.379 0.624 -0.045
H 0.000 1.338 -0.951
H 1.425 -2.427 0.058
H -0.437 0.730 1.329
H -0.088 0.107 -0.526
H 0.369 -0.170 -0.445
H 0.347 -0.545 -0.752
H -0.070 0.220 -0.060
H -0.025 0.529 0.083
H 0.244 -1.463 -0.635
H -0.019 0.342 -0.615
H -0.259 -0.061 -0.362
H 0.100 -0.755 -0.979
H 1.231 0.610 -0.768

Its SMILES is C[C@@H]1OCC2(CCN(C)CC2)O1. The highest occupied orbital energy is -8.5 eV. For the HOMO-LUMO gap, the calculation gives 9.4 eV. Its total charge is 0.



2.
C9H17O2Si | ωB97M-V/def2-TZVPD

Last column: natural (NBO) charge in e.
Positions of all 29 atoms, in Å:
C -0.0557 0.3287 -2.3862  0.7570
C 2.9907 1.9665 -2.0719  -0.3983
C 2.4794 0.7482 -2.9648  -0.3540
C 1.7035 1.9700 -1.4016  -0.4044
C 1.0626 1.0404 -2.3693  -0.3615
C 0.1484 -2.5982 0.5133  -0.6201
C -3.0151 -0.6870 1.0308  -1.1659
C -1.7000 0.8171 3.0888  -1.1405
C -0.5210 -1.8677 1.6750  -0.8744
O -0.4364 0.8153 0.4275  -1.3416
O -1.0192 -0.2832 -2.6827  -0.5008
Si -1.3214 -0.0790 1.4113  1.9096
H 3.8729 1.8944 -1.3750  0.1952
H 3.1202 2.8084 -2.7307  0.1898
H 2.5876 0.9625 -4.0699  0.1848
H 2.7535 -0.2253 -2.7960  0.1986
H 1.6410 1.3825 -0.5466  0.2642
H 1.0734 2.9121 -1.1526  0.2063
H 1.2315 -2.5662 0.7041  0.1906
H -0.0498 -3.6786 0.2237  0.1829
H 0.1754 -2.0267 -0.4876  0.2120
H -3.5830 -1.2322 1.9630  0.2015
H -3.6307 0.1859 0.6439  0.2158
H -3.1848 -1.5234 0.3994  0.2193
H -2.7515 0.8349 3.3976  0.2080
H -1.1068 0.4155 3.9639  0.2087
H -1.3158 1.9138 2.9575  0.2265
H 0.1910 -1.8560 2.4944  0.1946
H -1.3402 -2.3728 2.1405  0.1959

Force components x, y, z for each atom (eV/Å):
C 0.145 0.028 -0.868
C 2.068 -0.897 -0.626
C -1.196 2.773 -1.548
C -4.287 2.232 1.458
C -0.261 -0.724 -1.160
C 1.328 0.283 -2.277
C -3.359 -0.108 1.472
C 1.700 1.295 0.532
C 0.058 0.803 0.511
O -0.891 -0.458 0.281
O 0.889 0.562 0.606
Si 2.053 -0.280 -0.078
H -0.664 -0.226 -0.960
H 0.245 0.396 -0.208
H -0.120 -0.261 1.056
H 1.223 -2.221 0.730
H 0.408 -0.541 2.259
H 1.424 -1.164 -0.486
H -0.083 -0.307 0.141
H -0.341 1.174 0.786
H -0.760 -0.599 1.347
H 1.331 1.981 -1.448
H 0.232 -1.057 0.559
H 0.464 -0.524 -1.527
H 0.128 0.007 -0.187
H -0.525 0.268 -0.798
H -0.782 -1.803 0.226
H 0.391 0.254 0.233
H -0.817 -0.884 -0.030

The highest occupied orbital energy is -4.2 eV. For the HOMO-LUMO gap, the calculation gives 7.7 eV. Its total charge is -1.



3.
C9H18AuOP | ωB97M-V/def2-TZVPD

Last column: natural (NBO) charge in e.
Positions of all 30 atoms, in Å:
C -0.3643 -3.0291 -1.4785  -0.3165
C 0.9467 -2.7800 -0.9721  -0.3980
C 0.8588 -2.5802 0.4426  -0.2736
C -0.5143 -2.7361 0.8158  -0.3395
C -1.2717 -2.9995 -0.3640  -0.3602
Au -0.4754 -0.8804 -0.9057  0.5995
P -1.5279 0.5931 -2.2944  -0.0500
H -0.6457 -3.1423 -2.5354  0.2552
H 1.8758 -2.7439 -1.5588  0.2501
H 1.6808 -2.3523 1.1177  0.2351
H -2.3593 -3.1493 -0.4072  0.2511
H -0.9048 -2.6696 1.8339  0.2377
H -2.9370 0.3176 -2.2234  -0.0766
H -1.0335 0.2824 -3.6123  -0.0120
H -1.2929 1.9762 -1.9967  0.0104
C 1.3589 2.7873 -0.4214  -0.6415
C 1.1940 1.3143 -0.0996  -0.1098
O -0.2016 1.1534 0.2988  -0.5913
C -0.4484 0.7441 1.6556  -0.0718
C -0.0646 1.9009 2.5562  -0.6410
H 0.6980 3.0781 -1.2568  0.2160
H 2.4073 3.0083 -0.6894  0.2149
H 1.0631 3.3701 0.4644  0.2100
H 1.3774 0.7108 -1.0110  0.1961
H 1.8889 0.9707 0.6955  0.1853
H -1.5073 0.4880 1.7387  0.2021
H 0.1276 -0.1690 1.9215  0.1741
H -0.5910 2.8042 2.2042  0.2190
H -0.3584 1.6615 3.5949  0.2181
H 1.0208 2.0707 2.4871  0.2069

Force components x, y, z for each atom (eV/Å):
C 0.281 -0.144 -0.641
C 1.132 -0.561 0.354
C -0.043 -0.372 -1.066
C -0.880 -0.352 -0.472
C -0.482 -0.652 1.494
Au -0.098 0.727 0.136
P 0.145 -0.447 -0.491
H 0.267 -0.249 0.743
H -0.687 -0.023 0.344
H -0.204 -0.080 -0.258
H 0.733 0.034 0.008
H 0.086 0.005 -0.497
H -0.826 0.381 -0.325
H -0.275 0.609 -0.032
H -0.100 -0.143 -0.413
C 0.270 0.215 0.168
C 0.165 0.751 0.169
O 0.510 -0.767 0.235
C 0.758 0.289 0.347
C -0.283 -0.062 0.285
H 0.334 -0.162 0.317
H -0.419 0.005 0.081
H 0.240 -0.006 -0.393
H -0.077 0.232 0.520
H -0.500 0.125 -0.330
H 0.071 0.138 -0.234
H -0.204 0.462 -0.296
H 0.203 -0.297 0.345
H 0.268 0.308 -0.368
H -0.384 0.036 0.268

As for the spin multiplicity: 3. The highest occupied orbital energy (spin up / spin down) is -2.8 / -8.1 eV. The expectation value of S² is 2.009. For the HOMO-LUMO gap (spin up / spin down), the calculation gives 3.7 / 6.6 eV. Its total charge is 0.